This record from OMol25 describes C4H4Cl2O in the gas phase at a distorted geometry. The level of theory is ωB97M-V/def2-TZVPD.

Each line ends with the Mulliken charge.
Geometry (Å):
1 Cl -0.80385 -1.76152 -0.14920  -0.19
2 C -0.14838 -0.07135 -0.14140  0.96
3 Cl 0.23532 0.59089 -1.84160  -0.21
4 C -0.95881 0.85569 0.60416  -0.54
5 C -0.24336 1.18346 1.71886  -0.15
6 O 1.10760 0.81734 1.65884  -0.37
7 C 1.30009 -0.13654 0.60291  -0.72
8 H -1.99552 1.37104 0.23874  0.25
9 H -0.57938 1.89720 2.49987  0.37
10 H 1.47232 -1.04935 1.12002  0.31
11 H 2.20965 0.15557 0.00706  0.29

Cartesian forces (eV/Å) of the 3 atoms listed first:
0.0 0.6 -0.5
2.8 -1.1 -1.5
-0.7 -0.7 0.6

Results
HOMO level, eV: -9.32
DFT total energy, eV: -31303.4391
Kohn-Sham gap, eV: 10.1
Structure (SMILES): ClC1(Cl)C=COC1
Net charge: 0